Record 1
A molecular structure, C10H33N10O8Tl in a non-equilibrium geometry, computed with the ωB97M-V functional and the def2-TZVPD basis.

Cartesian coordinates (Å):
H 4.3860 -0.4522 1.6418
H -2.8937 0.5444 -2.5111
H -0.0874 1.0324 2.5522
O 1.7830 2.6763 -0.1395
H 1.4523 3.5643 -2.5174
N 0.8886 -3.7311 -0.6553
Tl 0.4034 0.1718 -0.2667
H 2.2603 -1.7178 -1.3215
C 0.1105 2.1867 -2.4092
H -0.0609 -2.9239 2.0884
H 1.9866 1.7886 3.1705
N 0.2240 2.1506 -3.7128
H 3.6157 -2.6281 -0.6853
H -1.3675 -0.4604 -2.8125
H 0.6070 3.0416 1.4474
O 0.6300 0.7706 1.9705
O -0.2935 2.0317 0.3099
N 1.0032 2.9120 -1.8905
H -1.8709 -2.6171 0.1936
H -3.0464 -1.1008 -2.9608
N -2.0939 2.2770 -0.9352
N -2.3922 -0.9225 1.9556
H -2.1737 -2.9952 -1.5032
O 2.3646 -0.0068 0.4734
N -0.9040 -2.1584 2.8433
H 0.0105 -2.2067 3.2691
N 2.9226 -1.9009 -0.5812
O -1.8694 0.1236 -0.1178
H -2.6208 -0.4192 1.1103
H -2.0199 3.7847 1.7167
C 1.6581 2.7784 1.3293
C -1.7095 -2.2756 -0.8289
O -0.4526 1.2268 -1.8027
N -2.0890 3.5180 0.7450
H 0.3184 -4.5384 -0.8636
C 3.1122 -1.0086 0.3376
C -1.1455 -1.1372 2.1180
O 0.8050 -1.6716 0.1014
C -2.3499 -0.8476 -0.9607
H 1.3698 -3.4218 -1.4876
C 0.5515 -2.8220 0.2114
H -3.0182 -1.2833 2.6614
H -2.8567 2.8767 -1.2152
H 0.0299 -4.4375 1.1140
H -3.3826 -1.0871 -0.7071
O -0.2970 -0.4774 1.4699
H 1.1295 3.0540 -0.8985
H 2.3368 3.6237 1.4426
H -1.7289 -2.6038 3.2193
H -0.6264 -2.3404 -0.9321
H 2.7212 1.0571 1.7659
H 2.7004 2.7347 -0.4163
H 0.7102 2.8801 -4.2144
C 1.8022 1.5151 2.1316
C -2.3863 -0.4167 -2.4276
H -3.0038 3.6815 0.3495
N 4.1203 -1.2332 1.0591
H -0.3995 1.5198 -4.1958
C -1.3997 2.5622 0.1031
N 0.0708 -3.4347 1.2271
H -2.1064 1.3321 -1.2921
H 4.5617 -2.1385 1.1338

Atoms 1-2, force components in eV/Å:
H 0.4 -0.6 0.5
H 0.4 0.1 -0.4

Total charge   +2
Highest occupied orbital energy   -13.1881 eV
Energy relative to the best compared isomer or geometry (same formula, charge and spin)   1053.9 kJ/mol
Orbital gap   0.282 Ha
2S+1   1
Electronic energy   -1721.624561 a.u.

***

Record 2
A molecular structure, C48H134BeN2O21 in a non-equilibrium geometry, computed with the ωB97M-V functional and the def2-TZVPD basis.

Cartesian coordinates (Å):
H -3.6608 2.5055 -3.5420
H 6.4015 1.1503 -1.1130
C 0.4236 2.9023 6.5063
H -0.7817 -7.4377 -3.3863
H -0.4374 0.9853 2.5193
H 0.6070 4.0648 9.1414
O 0.9017 -2.4334 2.6993
O 6.0301 -3.1234 -1.2501
H 1.6469 -2.4862 -5.0405
H -0.4951 7.1437 -4.5902
H 3.7275 -3.3918 -3.5893
H -0.7206 4.2252 -3.3375
H -0.0359 4.6422 -1.8403
H -5.5327 0.6910 2.2155
O -2.5828 -6.5164 0.9584
H -2.2956 0.7178 4.7624
H 3.6375 1.0730 -5.9182
H -2.0399 -6.1033 -1.0549
O 0.3003 -0.5034 4.6878
H 6.3598 -0.2813 1.5568
H 2.0121 1.5147 -0.0792
O -6.6213 -3.9581 -3.9425
O -1.5254 -1.1988 1.0483
H 2.4061 -5.9028 -2.2718
H -0.3988 -4.1328 -5.1622
C 1.0353 2.6887 5.0957
H 8.2205 -0.2798 0.0371
C 2.9766 6.1627 -0.2004
O -2.6290 0.2805 3.9561
H 0.2700 -7.7524 -1.9702
O -1.3384 1.3271 6.1719
H 2.1763 4.1121 7.1269
H 3.5738 -3.2526 -1.7823
C 2.6103 -6.7006 -2.9867
C 1.0758 -0.2454 -6.0583
H -0.7946 -3.0991 -4.1116
O 4.8850 3.2150 -4.4359
H 2.7220 4.0820 -3.2612
H -2.2034 -7.3972 1.0524
H 5.4953 -1.0140 0.3319
C 2.2662 5.3817 2.1097
H -3.3092 -4.1957 -0.0456
H 3.9999 -1.8843 -2.7069
H 3.6542 -5.6804 0.8275
H -3.1070 0.2431 1.3088
H -5.1235 -0.9808 -3.6435
H -8.2554 -2.0663 -2.4931
H 2.8542 6.9784 -0.9169
H 5.6795 -4.4679 -2.7209
H 3.9851 6.2612 0.1972
H -2.1757 5.9262 -2.3295
H 1.5160 1.7137 5.0348
O -0.7078 7.1859 -1.8400
H 2.1346 2.6280 -2.5706
H 3.3411 5.1949 2.1710
C -0.4724 4.1973 6.4824
O -1.4746 1.2132 -4.6586
O -3.6640 3.3771 -0.3260
H 3.8120 -0.4824 -6.7380
H -4.6821 -5.2280 0.1630
C 2.7770 2.9943 -3.3728
O -1.9423 5.2366 1.0210
H 4.4858 1.6347 -3.1431
C 1.5778 0.0210 -1.5887
H -1.2099 4.0528 7.2780
H 4.4492 -0.3100 -5.1771
H 1.1506 1.5679 2.1401
H 0.2454 2.7031 4.3421
H 1.1864 -0.6028 -7.0831
H 1.7307 3.4933 4.8594
H -1.4785 3.0172 9.3399
H 4.9448 1.3964 -0.2295
H -1.9307 7.8921 -3.9571
O -3.7668 0.9359 1.1637
H -3.9883 -4.8165 -1.5016
O 2.4528 -2.0109 -5.2876
H 0.0449 0.2321 5.2750
C -1.7688 2.0310 8.9578
C 3.1953 -6.0419 1.7589
H -3.8861 2.4951 0.0042
H -1.4877 -3.3715 -0.7534
C 6.2707 -0.2561 0.4635
H -4.3085 -2.3324 -3.0653
H 2.2456 3.4633 9.3593
C 1.5912 0.5063 -0.1294
O -2.0278 -3.6369 1.9444
C -0.2551 -1.6280 -0.9986
H 0.0220 -3.4427 0.0962
C -5.0812 -2.0576 -3.7955
H -1.0224 4.3933 5.5667
H -4.7317 -1.7232 1.5531
H 0.9863 -0.1624 2.3275
C 1.2922 3.2612 8.8653
C -1.2184 6.2316 -2.7666
H 1.5124 -6.8669 0.5748
C -5.5259 4.0178 -1.6709
H 4.6974 3.0101 -2.3103
H -2.1499 1.5591 9.8648
N -0.4034 -0.9038 0.2923
O 1.1358 -6.9234 2.5804
C -2.8996 -6.3236 -0.4140
H 2.8118 5.2541 -0.7849
H 2.5282 0.1922 -2.1066
H 2.4178 2.7150 -4.3610
C -7.5384 -1.9287 -3.3024
H -2.2260 -4.4538 1.4633
O 1.4494 -8.4910 -4.1622
H -1.7713 -2.9792 1.2634
C -6.2991 -2.8171 -3.1759
H -2.8021 4.9167 0.7193
C -0.6464 1.6127 -0.0738
C 1.7073 -6.2376 1.4419
H 1.8379 5.7536 3.0383
H 2.4145 2.4592 7.2625
C -1.4422 6.9259 -4.0965
H 1.8804 -1.9215 -0.9941
H -0.1129 -6.1674 -2.4113
C -3.8011 -5.0747 -0.4579
H -2.9117 1.8343 -2.0555
H -5.8197 4.6977 -2.4732
H -3.4312 4.2857 -2.0327
H 6.2069 -2.9127 -3.3609
H 2.0699 -0.2199 -4.2293
H 6.3574 -2.2246 -1.1309
H -0.7576 1.5991 -1.1585
C -3.8279 2.2232 -2.5052
C -5.2181 -1.0285 0.8703
C 1.9683 6.2854 0.9167
H 0.8238 -6.2608 3.2017
C 5.9972 1.1485 -0.0969
H -2.1406 6.3389 -4.6941
C -0.2134 5.0599 -2.8302
H -1.8987 0.8569 -5.4456
H 0.1202 5.9273 1.2873
H 1.1407 -5.3112 1.3351
H -4.5510 1.4073 -2.4440
O 0.6371 6.0417 0.4794
H 2.9896 -7.5401 -2.3876
H 0.9155 0.8312 -6.1829
H 2.2564 -8.5526 -4.6870
H -0.5569 -0.4422 9.5588
C 0.1239 -7.1373 -2.8620
C 1.6206 3.2072 7.3846
H -0.5784 0.8638 -4.6885
C 1.1421 -1.4155 -1.6255
H 1.2481 -6.4069 -4.5375
C -1.2463 -1.0544 -2.0333
C 0.7080 1.9129 9.2906
H -4.7922 -2.4137 -4.7792
C -0.5428 -0.1188 8.5151
C 5.5954 -3.3887 -2.5929
H -7.0594 -3.8023 -4.7776
C 4.2579 2.7005 -3.2673
H -6.2462 3.1945 -1.7149
H 2.3579 -0.0398 0.4326
H -6.2468 -1.2738 0.6130
H -5.7069 4.5548 -0.7399
C -5.0872 0.4407 1.2441
H 3.3489 -5.1641 2.3908
H 0.6123 5.2544 -3.5113
H -4.6457 -1.0847 -0.0634
H 0.1855 -0.6516 7.9108
H -0.2093 -3.7183 -1.7344
H -1.6493 1.5901 0.3530
H -2.5476 2.1791 8.2126
C -4.0968 3.4965 -1.6693
O -0.0353 -3.4450 -4.5938
C -0.4212 -3.1209 -0.8469
H 0.9726 0.7238 -2.1724
H 1.8325 -2.5040 2.9364
H 0.9014 -2.1624 1.7652
H -7.9632 -1.8441 -4.3035
H 1.4602 1.1401 9.4457
H 6.5744 1.8875 0.4567
H -1.1823 -1.7179 -2.9012
H -6.1005 -3.0135 -2.1254
H -2.2851 -1.1220 -1.7026
O 7.4431 -0.8280 -0.0952
H 3.8083 -6.8731 2.0919
N -0.2901 1.7174 6.9499
H -0.1844 2.5710 0.1735
H -1.3109 4.7670 0.4655
C 1.3641 -7.1360 -3.7250
H 3.5429 -6.5081 -3.5225
H 2.0847 7.3031 1.3121
H -1.5731 -0.3389 8.2218
H 0.0664 5.0410 6.9168
H 5.0697 4.1378 -4.2322
H -3.4714 -7.1063 -0.9183
H 1.2294 -0.3783 4.4782
H -3.0520 0.9815 3.4420
H -0.5240 6.7198 -1.0110
C -0.4852 1.4357 8.3955
C 0.1664 0.4438 0.4891
C 0.4727 0.7278 1.9773
Be -1.4303 -1.9578 3.7063
H 1.9152 4.3629 1.9103
H -5.7002 1.0660 0.5857
H 1.2444 -1.7790 -2.6489
C 3.5897 -0.0057 -5.7793
H 0.2306 2.0818 10.2594
C 2.3006 -0.5995 -5.2327
C 4.1382 -2.9688 -2.6693
H 0.1939 -0.6358 -5.5481
H -1.0317 -0.0401 -2.3515
H -7.2542 -0.8740 -3.1777

Atoms 1-2, force components in eV/Å:
H 0.1 -0.2 0.0
H 0.0 0.0 0.0

Highest occupied orbital energy   -5.9455 eV
Orbital gap   0.113 Ha
2S+1   1
Electronic energy   -3613.097393 a.u.

***

Record 3
C16H19N3O3 in the gas phase, computed with the ωB97M-V functional and the def2-TZVPD basis.

Cartesian coordinates (Å):
H 4.1927 1.3808 2.1589
H -0.5267 -4.2079 -0.3551
C 3.2371 0.5377 -0.9664
H -2.3536 -2.9340 -1.0824
H -0.5797 3.7650 0.0972
C 2.3259 -0.4728 -0.6565
H -3.4598 -2.4120 0.2019
N -1.5476 -0.3148 0.7110
H -0.5415 3.3055 -1.6131
N 1.2101 -1.8158 1.0357
H -0.3197 0.9784 -1.0825
H 0.1582 -2.6108 -1.9186
H -2.6840 2.1392 -1.3946
C -0.3001 1.6431 -0.2206
C 3.9018 1.1974 0.0430
H -2.9582 3.6797 -0.5541
C -2.4171 -2.3871 -0.1328
H -1.4297 -0.9044 1.5228
H 0.7232 1.7105 0.1458
C -2.3775 2.7586 -0.5523
N 0.7116 -2.1283 -1.2194
C -2.5377 1.9700 0.7459
H -2.5937 2.6504 1.5967
O -2.2671 -0.3912 -1.4544
H -0.0238 -4.0320 1.3572
O -1.6724 -3.0172 0.8861
C 2.0906 -0.8216 0.6862
C -0.8741 2.9991 -0.6235
H 3.3947 0.7832 -2.0055
C -1.2616 1.1029 0.8573
C -2.0573 -0.9104 -0.3786
C 1.5968 -1.1684 -1.7131
H 4.6051 1.9813 -0.1937
C -0.4125 -3.5044 0.4838
C 0.5662 -2.4158 0.1054
H 2.5844 -0.4188 2.7224
C 3.6673 0.8562 1.3744
H -3.4332 1.3505 0.7433
O 1.7031 -0.9910 -2.9046
H -0.8154 1.2103 1.8490
C 2.7753 -0.1412 1.6979

Atoms 1-2, force components in eV/Å:
H 0.0 0.0 0.1
H 0.0 0.0 0.1

Highest occupied orbital energy   -8.8511 eV
Structure (SMILES)   O=C(COCc1nc2ccccc2c(=O)[nH]1)NC1CCCC1
Energy relative to the best compared isomer or geometry (same formula, charge and spin)   87.3 kJ/mol
Orbital gap   0.340 Ha
2S+1   1
Electronic energy   -1011.142134 a.u.

***

Record 4
2 unconnected molecules or ions with the total composition H7NSi2 in a non-equilibrium geometry, computed with the ωB97M-V functional and the def2-TZVPD basis.

Cartesian coordinates (Å):
H -2.0291 1.4399 -0.8008
H 2.3461 0.9499 0.7706
H 1.7336 1.3197 -0.7434
N 2.0714 0.6145 -0.1190
H 1.4614 -1.1998 1.3544
H 1.6781 -1.9138 -0.7823
H -2.7279 0.3679 1.3567
Si 1.0850 -0.8532 0.0617
H -3.1363 -0.8236 -1.0044
Si -2.4823 0.0985 -0.0935

Atoms 1-2, force components in eV/Å:
H -0.7 -1.3 0.7
H 0.2 0.8 0.7

Highest occupied orbital energy (spin up / spin down)   -7.4580 / -7.5374 eV
Energy relative to the best compared isomer or geometry (same formula, charge and spin)   230.7 kJ/mol
Orbital gap (spin up / spin down)   0.250 / 0.253 Ha
2S+1   1
Electronic energy   -637.794542 a.u.

***

Record 5
A molecular structure, C9H24F38N4O7P6S2 in a non-equilibrium geometry, computed with the ωB97M-V functional and the def2-TZVPD basis.

Cartesian coordinates (Å):
C 24.4998 -10.6998 2.8272
F 27.8049 -15.5747 5.3127
F 22.9288 -14.4880 1.2970
P 26.5663 -13.0611 9.8048
F 22.6418 -15.3870 7.8068
H 22.5033 -12.5901 3.3159
H 22.4856 -14.3998 4.2876
C 26.7412 -12.6825 5.9591
O 24.7310 -9.5445 2.5763
F 30.2856 -10.5300 6.6239
H 23.7655 -11.1833 1.0332
H 22.5523 -16.0480 5.0105
H 18.8269 -15.3361 4.6211
H 25.6511 -13.5751 8.0015
N 19.7917 -15.2418 4.3376
F 22.2945 -10.4494 6.0135
F 28.9822 -12.0884 5.2512
P 21.4903 -11.7670 5.3553
H 19.6467 -14.5181 3.6481
F 21.3870 -12.3850 6.8878
F 26.6035 -8.3441 6.7182
H 20.2663 -17.4593 3.9935
C 22.3076 -14.9995 5.1802
F 23.7088 -9.7584 6.0985
S 26.3134 -13.6628 2.3785
C 24.7041 -11.1147 4.2779
F 24.5904 -17.7766 8.8910
H 22.7789 -13.8605 7.1961
F 21.6899 -11.0347 3.9074
S 24.2022 -14.6005 2.3679
F 26.2376 -15.2171 7.0984
F 29.6905 -9.8239 4.4648
H 23.9152 -11.7192 4.7255
C 22.3364 -12.1333 2.3404
H 23.5894 -12.2473 7.1922
H 26.7287 -12.1341 5.0172
H 19.2490 -16.6775 2.9403
F 25.0917 -13.8896 9.9222
F 25.7502 -9.2826 4.8836
F 27.9752 -11.1232 7.0005
F 19.9956 -11.1056 5.5741
F 29.2402 -16.5957 6.5485
F 25.7243 -10.5553 6.8746
F 28.6251 -14.4744 7.2255
C 20.1712 -16.4961 3.4923
O 23.5476 -14.5099 3.6622
F 26.8012 -12.9671 11.4482
F 24.4276 -7.6186 6.0542
H 24.3133 -12.4954 1.7534
O 24.6729 -15.9361 1.9097
H 25.6227 -11.6750 4.4522
H 20.9721 -16.2592 2.7919
F 25.7620 -11.6727 9.7882
F 27.5944 -10.1355 4.8445
H 21.6157 -11.3164 2.3042
P 23.6539 -16.5622 8.2958
F 20.8063 -13.1783 4.8819
F 26.4664 -12.9005 8.2082
F 24.7755 -8.8909 7.9358
F 28.0861 -12.3634 9.6736
F 27.8394 -16.2821 8.5015
O 27.0566 -14.6292 1.5301
F 22.3548 -17.5284 8.2585
C 20.7962 -14.9399 5.5363
P 28.8795 -10.5064 5.7223
F 27.2254 -14.5515 9.6632
H 22.1253 -12.8001 1.5044
F 22.8414 -12.6265 5.3408
F 24.9714 -15.5346 8.2739
H 24.6593 -10.1528 4.7885
N 24.9455 -13.2568 1.8552
H 27.5820 -13.3752 5.9956
N 24.9596 -13.9015 7.3417
F 24.0414 -16.9843 6.7645
O 26.4040 -13.9324 3.8297
F 28.6302 -9.0566 6.2671
O 24.7691 -13.5623 4.9460
H 25.0306 -14.9009 7.4692
H 23.6662 -13.2075 8.7060
O 20.3458 -14.9620 6.6719
F 27.0733 -12.2906 2.2320
N 23.7717 -11.6600 1.9236
F 23.3199 -16.0391 9.7540
H 26.7625 -11.9548 6.7703
F 27.0541 -17.2951 6.4485
P 27.7799 -15.9125 6.9161
C 23.5755 -13.2495 7.6206
C 25.4280 -13.4263 5.9615
P 25.1478 -9.0898 6.4169
H 22.8657 -14.6142 6.0335

Atoms 1-2, force components in eV/Å:
C -0.4 0.6 4.6
F -0.8 1.1 0.4

Total charge   -4
Highest occupied orbital energy   1.6993 eV
Orbital gap   0.151 Ha
2S+1   1
Electronic energy   -7742.278887 a.u.

***

Question: What is the 2S+1 in the third record?
Answer: 1

***

Question: Which of these has the lowest electronic energy?
Answer: C9H24F38N4O7P6S2

***

Question: Number 4 is which compound?
Answer: H7NSi2